Record 1
This record from the OMol25 dataset describes C4H10O in the gas phase at a distorted geometry. The level of theory is wB97M-V/def2-TZVPD.

Calculated values
HOMO-LUMO gap, Ha: 0.39584
Multiplicity: 1
Calculated total energy, Eh: -233.5636
Energy above the lowest of the compared OMol25 structures with the same formula, charge and spin, eV: 2.213
Max |F|, Eh/bohr: 0.03596

Geometry (Å):
C: -1.40 -1.30 -0.29
O: -0.11 -1.28 0.27
C: 0.49 -0.10 -0.16
C: -0.59 1.31 -0.06
C: 1.83 0.02 0.60
H: -1.71 -0.25 -0.15
H: -1.99 -2.07 0.21
H: -1.36 -1.47 -1.38
H: 0.67 -0.16 -1.25
H: -0.28 1.85 0.82
H: -1.71 1.45 -0.03
H: -0.36 1.85 -0.98
H: 2.12 1.06 0.66
H: 2.67 -0.52 0.13
H: 1.74 -0.39 1.61

Record 2
This record from the OMol25 dataset describes a 2-piece molecular cluster, C4H10O overall. The level of theory is wB97M-V/def2-TZVPD.

Calculated values
HOMO-LUMO gap, Ha: 0.38696
Multiplicity: 1
Calculated total energy, Eh: -233.6231
Energy above the lowest of the compared OMol25 structures with the same formula, charge and spin, eV: 0.593
Max |F|, Eh/bohr: 0.00358

Geometry (Å):
C: 1.13 -0.92 -0.66
C: -0.06 -0.55 -0.17
C: -0.46 -0.81 1.26
C: -1.09 0.16 -1.01
H: 1.40 -0.73 -1.70
H: 1.86 -1.44 -0.05
H: 0.39 -1.16 1.86
H: -0.85 0.10 1.72
H: -1.25 -1.58 1.31
H: -1.95 -0.49 -1.20
H: -1.46 1.05 -0.48
H: -0.68 0.47 -1.98
O: 1.02 2.10 0.75
H: 1.27 1.23 0.40
H: 0.72 2.58 -0.04

Record 3
This record from the OMol25 dataset describes a 2-piece molecular cluster, C4H10O overall at a distorted geometry. The level of theory is wB97M-V/def2-TZVPD.

Calculated values
Total charge: +1
HOMO-LUMO gap (spin up / spin down), Ha: 0.35888 / 0.21349
Multiplicity: 2
Expectation value of S²: 0.75
Calculated total energy, Eh: -233.2312
Energy above the lowest of the compared OMol25 structures with the same formula, charge and spin, eV: 1.780
Max |F|, Eh/bohr: 0.02311

Geometry (Å):
C: -0.29 0.73 -0.28
O: 0.08 -0.10 0.81
C: -1.24 -0.09 -1.06
C: -2.45 0.43 -1.52
H: 0.61 0.93 -0.90
H: -0.69 1.68 0.08
H: 0.11 0.46 1.60
H: -1.00 -1.14 -1.15
H: -3.20 -0.16 -2.02
H: -2.74 1.44 -1.24
C: 2.97 -0.86 1.46
H: 2.12 -1.13 2.09
H: 3.84 -0.66 2.08
H: 2.71 0.03 0.89
H: 3.18 -1.72 0.83

Record 4
This record from the OMol25 dataset describes a 2-piece molecular cluster, C4H10O2 overall at a distorted geometry. The level of theory is wB97M-V/def2-TZVPD.

Calculated values
HOMO-LUMO gap, Ha: 0.38499
Multiplicity: 1
Calculated total energy, Eh: -308.7555
Energy above the lowest of the compared OMol25 structures with the same formula, charge and spin, eV: 3.881
Max |F|, Eh/bohr: 0.03988

Geometry (Å):
C: 1.15 -0.38 -0.85
C: 0.03 0.33 -0.72
C: -1.34 -0.25 -0.85
C: 0.07 1.81 -0.28
H: 1.12 -1.41 -1.13
H: 2.12 0.06 -0.71
H: -1.91 -0.11 0.06
H: -1.88 0.24 -1.66
H: -1.28 -1.32 -1.06
H: -0.41 2.40 -1.06
H: -0.50 1.99 0.63
H: 1.10 2.17 -0.18
O: 0.50 -0.72 2.13
O: 0.29 -2.08 1.78
H: 0.67 -0.24 1.25
H: 0.27 -2.50 2.65

Record 5
This record from the OMol25 dataset describes a 2-piece molecular cluster, C4H10O2 overall at a distorted geometry. The level of theory is wB97M-V/def2-TZVPD.

Calculated values
HOMO-LUMO gap, Ha: 0.39864
Multiplicity: 1
Calculated total energy, Eh: -308.8053
Energy above the lowest of the compared OMol25 structures with the same formula, charge and spin, eV: 2.528
Max |F|, Eh/bohr: 0.09734

Geometry (Å):
C: -3.92 0.15 -1.17
C: -4.39 -1.26 -1.05
O: -4.73 -1.74 0.05
H: -4.03 0.87 -0.31
H: -4.16 0.63 -2.18
H: -2.82 0.07 -1.07
H: -4.25 -1.85 -1.93
C: 5.07 0.62 1.26
C: 3.57 1.00 1.11
O: 3.14 0.85 -0.21
H: 5.29 -0.33 1.46
H: 5.41 0.88 0.24
H: 5.58 1.20 2.04
H: 3.35 2.02 1.11
H: 2.82 0.39 1.79
H: 3.53 0.18 -0.74

Record 6
This record from the OMol25 dataset describes C4H10O2 in the gas phase at a distorted geometry. The level of theory is wB97M-V/def2-TZVPD.

Calculated values
HOMO-LUMO gap, Ha: 0.38050
Multiplicity: 1
Calculated total energy, Eh: -308.8243
Energy above the lowest of the compared OMol25 structures with the same formula, charge and spin, eV: 2.010
Max |F|, Eh/bohr: 0.08527

Geometry (Å):
C: -0.22 1.31 1.75
C: -0.64 0.52 0.39
O: -1.34 -0.67 0.49
C: 0.68 0.09 -0.31
C: 0.36 -1.00 -1.31
O: 1.57 -1.42 -1.88
H: -1.14 1.80 2.12
H: 0.32 2.18 1.53
H: 0.27 0.64 2.40
H: -1.29 1.13 -0.25
H: -1.91 -0.67 1.18
H: 1.01 1.04 -0.77
H: 1.27 -0.40 0.38
H: -0.09 -1.94 -0.79
H: -0.38 -0.86 -2.11
H: 1.53 -1.75 -2.83

Record 7
This record from the OMol25 dataset describes C4H10O2 in the gas phase at a distorted geometry. The level of theory is wB97M-V/def2-TZVPD.

Calculated values
HOMO-LUMO gap, Ha: 0.34818
Multiplicity: 1
Calculated total energy, Eh: -308.7505
Energy above the lowest of the compared OMol25 structures with the same formula, charge and spin, eV: 4.018
Max |F|, Eh/bohr: 0.07558

Geometry (Å):
C: 2.28 -0.93 -0.33
O: 1.31 -0.23 0.40
C: 0.44 0.53 -0.42
C: -0.77 0.95 0.47
C: -2.30 0.25 0.01
O: -0.94 0.04 1.56
H: 1.82 -1.59 -1.08
H: 2.97 -0.25 -0.85
H: 2.85 -1.54 0.37
H: 0.09 -0.11 -1.25
H: 1.00 1.38 -0.88
H: -0.42 1.91 0.97
H: -2.70 -0.71 0.49
H: -2.17 0.01 -1.03
H: -3.06 0.99 0.23
H: -0.41 -0.71 1.33

Record 8
This record from the OMol25 dataset describes a 2-piece molecular cluster, C4H10O2 overall. The level of theory is wB97M-V/def2-TZVPD.

Calculated values
HOMO-LUMO gap, Ha: 0.33495
Multiplicity: 1
Calculated total energy, Eh: -308.7501
Energy above the lowest of the compared OMol25 structures with the same formula, charge and spin, eV: 4.029
Max |F|, Eh/bohr: 0.00944

Geometry (Å):
C: 1.87 1.28 0.10
O: 0.73 0.79 0.78
C: -0.51 -0.49 -0.37
C: -0.32 -1.89 0.07
C: -1.66 0.32 -0.03
O: -1.52 1.61 -0.08
H: 2.69 0.57 0.25
H: 1.69 1.40 -0.98
H: 2.17 2.25 0.51
H: 0.06 -0.12 -1.22
H: 0.47 -1.88 0.83
H: -0.01 -2.56 -0.74
H: -1.23 -2.27 0.55
H: -2.06 -0.27 -1.00
H: -2.29 -0.14 0.76
H: -0.06 1.41 0.57

Record 9
This record from the OMol25 dataset describes a 2-piece molecular cluster, C4H10O2 overall at a distorted geometry. The level of theory is wB97M-V/def2-TZVPD.

Calculated values
HOMO-LUMO gap, Ha: 0.33187
Multiplicity: 1
Calculated total energy, Eh: -308.7887
Energy above the lowest of the compared OMol25 structures with the same formula, charge and spin, eV: 2.980
Max |F|, Eh/bohr: 0.08698

Geometry (Å):
C: -0.68 0.42 1.62
C: 0.07 -0.60 0.94
C: -0.08 -0.94 -0.41
C: 0.98 -1.81 -0.99
O: -0.83 -0.19 -1.29
H: -1.75 0.36 1.64
H: -0.13 0.65 2.56
H: -0.71 1.17 0.61
H: 0.33 -1.42 1.55
H: 1.77 -1.41 -1.62
H: 1.43 -2.41 -0.14
H: 0.34 -2.60 -1.52
H: -1.43 0.26 -0.70
O: 0.39 2.98 -0.50
H: -0.18 3.46 -1.06
H: 0.47 2.07 -0.69

Record 10
This record from the OMol25 dataset describes C4H10O2 in the gas phase at a distorted geometry. The level of theory is wB97M-V/def2-TZVPD.

Calculated values
HOMO-LUMO gap, Ha: 0.26003
Multiplicity: 1
Calculated total energy, Eh: -308.7118
Energy above the lowest of the compared OMol25 structures with the same formula, charge and spin, eV: 5.071
Max |F|, Eh/bohr: 0.02797

Geometry (Å):
C: -1.60 -1.00 -0.31
C: -0.51 0.00 -0.40
C: -0.92 1.40 -0.08
O: 0.52 -0.39 0.83
C: 1.64 -0.28 -0.21
O: 2.77 -0.01 0.52
H: -1.22 -2.03 -0.33
H: -2.27 -0.88 0.55
H: -2.18 -0.86 -1.23
H: -1.50 1.75 -0.95
H: -1.58 1.50 0.81
H: -0.08 2.10 0.03
H: 0.64 0.30 1.52
H: 1.60 -1.26 -0.69
H: 1.57 0.51 -0.96
H: 3.11 -0.84 0.89

Record 11
This record from the OMol25 dataset describes C4H10O2 in the gas phase. The level of theory is wB97M-V/def2-TZVPD.

Calculated values
HOMO-LUMO gap, Ha: 0.40794
Multiplicity: 1
Calculated total energy, Eh: -308.8594
Energy above the lowest of the compared OMol25 structures with the same formula, charge and spin, eV: 1.056
Max |F|, Eh/bohr: 0.00650

Geometry (Å):
C: 2.37 -0.77 -0.40
O: 1.40 -0.12 0.38
C: 0.28 0.31 -0.36
C: -0.88 0.49 0.62
C: -2.23 0.54 -0.09
O: -0.91 -0.61 1.50
H: 1.92 -1.54 -1.03
H: 2.92 -0.07 -1.04
H: 3.07 -1.25 0.29
H: 0.01 -0.45 -1.11
H: 0.50 1.25 -0.90
H: -0.73 1.42 1.19
H: -3.00 0.23 0.63
H: -2.26 -0.16 -0.93
H: -2.48 1.54 -0.45
H: 0.02 -0.80 1.70

Record 12
This record from the OMol25 dataset describes C4H10O2 in the gas phase at a distorted geometry. The level of theory is wB97M-V/def2-TZVPD.

Calculated values
HOMO-LUMO gap, Ha: 0.40923
Multiplicity: 1
Calculated total energy, Eh: -308.7456
Energy above the lowest of the compared OMol25 structures with the same formula, charge and spin, eV: 4.152
Max |F|, Eh/bohr: 0.12103

Geometry (Å):
C: -0.11 -0.77 0.98
C: 0.02 0.04 -0.24
C: 0.13 1.53 0.15
C: 1.17 -0.47 -0.91
O: -1.09 -0.13 -1.11
O: -2.32 0.04 -0.33
H: -0.88 -0.59 1.67
H: -0.32 -1.85 0.78
H: 0.80 -0.68 1.48
H: 0.58 2.01 -0.76
H: -0.98 1.90 0.42
H: 0.79 1.77 1.06
H: 1.73 0.16 -1.74
H: 0.95 -1.41 -1.37
H: 2.05 -0.72 -0.12
H: -2.53 -0.85 0.04

Record 13
This record from the OMol25 dataset describes a 2-piece molecular cluster, C4H10O2 overall. The level of theory is wB97M-V/def2-TZVPD.

Calculated values
HOMO-LUMO gap, Ha: 0.28822
Multiplicity: 1
Calculated total energy, Eh: -308.6843
Energy above the lowest of the compared OMol25 structures with the same formula, charge and spin, eV: 5.820
Max |F|, Eh/bohr: 0.00864

Geometry (Å):
C: 1.59 0.75 0.51
C: 0.42 0.08 0.05
C: -0.69 0.98 -0.43
O: -1.73 0.24 -1.06
C: 0.00 -1.18 0.79
O: -0.78 -2.09 0.07
H: 1.38 -0.06 -0.77
H: 1.78 1.79 0.24
H: 2.32 0.22 1.11
H: 0.64 -0.63 -1.35
H: -0.29 1.75 -1.10
H: -1.06 1.48 0.48
H: -2.56 0.71 -0.95
H: 0.89 -1.71 1.15
H: -0.53 -0.79 1.68
H: -1.40 -1.56 -0.46

Record 14
This record from the OMol25 dataset describes C4H10O2 in the gas phase. The level of theory is wB97M-V/def2-TZVPD.

Calculated values
HOMO-LUMO gap, Ha: 0.28337
Multiplicity: 1
Calculated total energy, Eh: -308.7417
Energy above the lowest of the compared OMol25 structures with the same formula, charge and spin, eV: 4.257
Max |F|, Eh/bohr: 0.01009

Geometry (Å):
C: -1.87 -0.45 -0.58
C: -0.68 -0.78 0.29
O: -0.58 -2.11 0.67
C: 0.64 1.23 -0.43
C: 1.73 1.44 0.59
O: 0.53 -0.44 -0.49
H: -1.78 -0.96 -1.54
H: -1.90 0.62 -0.76
H: -2.80 -0.78 -0.09
H: -0.66 -0.18 1.21
H: -0.83 -2.65 -0.09
H: 1.08 1.36 -1.43
H: 1.94 2.52 0.57
H: 1.42 1.21 1.62
H: 2.70 0.93 0.42
H: 1.32 -0.86 -0.09

Record 15
This record from the OMol25 dataset describes a 2-piece molecular cluster, C4H10O2 overall. The level of theory is wB97M-V/def2-TZVPD.

Calculated values
HOMO-LUMO gap, Ha: 0.40322
Multiplicity: 1
Calculated total energy, Eh: -308.8179
Energy above the lowest of the compared OMol25 structures with the same formula, charge and spin, eV: 2.185
Max |F|, Eh/bohr: 0.01272

Geometry (Å):
O: -0.42 -0.55 -1.40
C: -1.27 -0.37 -0.29
C: -0.88 -1.13 0.99
O: -1.27 -2.46 0.76
H: 0.31 0.08 -1.41
H: -1.48 0.69 -0.02
H: -2.18 -0.86 -0.65
H: -1.40 -0.72 1.88
H: 0.20 -1.06 1.19
H: -1.00 -2.98 1.52
C: 1.32 1.87 -0.97
C: 1.76 1.22 0.11
H: 1.93 1.87 -1.87
H: 0.41 2.46 -0.98
H: 2.63 0.58 0.05
H: 1.32 1.36 1.09

Record 16
This record from the OMol25 dataset describes a 2-piece molecular cluster, C4H10O2 overall at a distorted geometry. The level of theory is wB97M-V/def2-TZVPD.

Calculated values
Total charge: +1
HOMO-LUMO gap (spin up / spin down), Ha: 0.27427 / 0.14901
Multiplicity: 2
Expectation value of S²: 0.76
Calculated total energy, Eh: -308.4909
Energy above the lowest of the compared OMol25 structures with the same formula, charge and spin, eV: 2.446
Max |F|, Eh/bohr: 0.08287

Geometry (Å):
C: -0.38 0.11 2.44
C: -0.72 0.60 1.07
C: -0.34 -0.46 -0.06
C: -0.14 1.98 0.89
O: 0.70 -0.44 2.50
H: -0.94 0.40 3.32
H: -1.81 0.66 0.90
H: -0.34 -0.16 -1.09
H: -1.08 -1.22 0.13
H: 0.71 -0.77 0.14
H: -0.61 2.49 0.05
H: 0.94 1.96 0.71
H: -0.34 2.62 1.78
H: 1.13 -3.33 -4.19
H: 2.05 -2.07 -4.44
O: 1.16 -2.37 -4.16

Record 17
This record from the OMol25 dataset describes a 2-piece molecular cluster, C4H10O2S overall at a distorted geometry. The level of theory is wB97M-V/def2-TZVPD.

Calculated values
HOMO-LUMO gap, Ha: 0.35526
Multiplicity: 1
Calculated total energy, Eh: -707.0312
Energy above the lowest of the compared OMol25 structures with the same formula, charge and spin, eV: 1.692
Max |F|, Eh/bohr: 0.06246

Geometry (Å):
O: 2.18 1.76 -0.69
C: 2.31 0.52 -0.68
C: 1.27 -0.45 -0.31
C: 0.02 0.25 0.47
C: -0.89 -0.73 1.03
S: -2.07 0.11 2.19
H: 3.30 0.06 -0.96
H: 1.05 -1.04 -1.20
H: 1.69 -1.12 0.39
H: -0.48 1.11 0.00
H: 0.56 0.67 1.31
H: -1.53 -1.20 0.28
H: -0.37 -1.45 1.63
H: -1.29 0.48 3.12
O: -1.62 0.55 -2.07
H: -1.61 -0.07 -2.75
H: -2.52 0.55 -1.73

Record 18
This record from the OMol25 dataset describes a 2-piece molecular cluster, C4H10O2S overall. The level of theory is wB97M-V/def2-TZVPD.

Calculated values
HOMO-LUMO gap, Ha: 0.36977
Multiplicity: 1
Calculated total energy, Eh: -707.0906
Energy above the lowest of the compared OMol25 structures with the same formula, charge and spin, eV: 0.075
Max |F|, Eh/bohr: 0.01857

Geometry (Å):
C: 1.34 -0.84 -3.33
C: 0.86 0.05 -2.23
O: 1.55 0.70 -1.50
O: -0.49 0.05 -2.16
H: 0.98 -0.50 -4.30
H: 1.02 -1.87 -3.22
H: 2.43 -0.84 -3.33
H: -0.73 0.62 -1.41
C: -0.94 -0.64 2.72
C: -0.98 0.88 2.60
S: -0.73 1.51 0.91
H: 0.05 -1.00 2.44
H: -1.66 -1.11 2.05
H: -1.17 -1.00 3.72
H: -1.93 1.30 2.92
H: -0.22 1.32 3.24
H: 0.61 1.37 0.90

Record 19
This record from the OMol25 dataset describes a 2-piece molecular cluster, C4H10O3 overall at a distorted geometry. The level of theory is wB97M-V/def2-TZVPD.

Calculated values
Total charge: -2
HOMO-LUMO gap, Ha: 0.25092
Multiplicity: 1
Calculated total energy, Eh: -384.0186
Energy above the lowest of the compared OMol25 structures with the same formula, charge and spin, eV: 0.357
Max |F|, Eh/bohr: 0.02897

Geometry (Å):
C: 1.90 1.82 -1.08
O: 2.72 1.85 -2.17
C: 1.17 0.45 -0.91
C: 0.60 0.20 0.47
C: -0.48 -0.88 0.57
O: -1.29 -0.64 1.73
H: 1.11 2.60 -1.10
H: 2.52 1.95 -0.16
H: 0.40 0.47 -1.69
H: 1.90 -0.28 -1.26
H: 0.12 1.10 0.86
H: 1.42 -0.04 1.16
H: -1.16 -0.75 -0.27
H: -0.10 -1.90 0.55
H: -2.16 -1.09 1.59
H: -3.81 -2.42 0.26
O: -3.85 -2.32 1.22

Record 20
This record from the OMol25 dataset describes a 2-piece molecular cluster, C4H10O3 overall at a distorted geometry. The level of theory is wB97M-V/def2-TZVPD.

Calculated values
HOMO-LUMO gap, Ha: 0.40666
Multiplicity: 1
Calculated total energy, Eh: -384.0085
Energy above the lowest of the compared OMol25 structures with the same formula, charge and spin, eV: 3.841
Max |F|, Eh/bohr: 0.02521

Geometry (Å):
C: 0.63 -0.68 2.55
C: 0.91 -1.27 1.20
O: 1.92 -1.12 0.57
H: 0.47 -1.48 3.27
H: 1.45 -0.04 2.86
H: -0.28 -0.09 2.49
H: 0.10 -1.92 0.81
C: -1.32 1.10 -2.16
C: -0.73 0.03 -1.26
O: -0.16 0.62 -0.03
O: 1.04 1.30 -0.32
H: -1.68 0.65 -3.08
H: -0.56 1.84 -2.40
H: -2.14 1.60 -1.66
H: 0.08 -0.51 -1.76
H: -1.50 -0.67 -0.93
H: 1.74 0.63 -0.15